ORCA calculation (ωB97M-V/def2-TZVPD) on a structure of composition C10H18N2P.

CARTESIAN COORDINATES (ANGSTROEM)
C: -0.159 0.289 1.162
C: -0.775 -0.162 -1.228
C: -1.070 0.258 0.199
C: 1.692 -0.321 -1.135
C: 1.486 -1.172 0.123
C: 2.028 0.870 -0.319
C: 2.708 -1.950 0.634
C: -3.235 1.556 -0.504
C: -3.277 -0.785 0.438
C: -2.550 0.557 0.471
N: 0.360 -0.287 -1.764
N: 1.138 -0.038 1.040
P: 3.727 1.240 0.184
H: -0.567 0.560 2.049
H: -1.614 -0.262 -1.775
H: 2.367 -0.635 -1.945
H: 0.618 -1.729 -0.044
H: 1.347 1.797 -0.530
H: 3.265 -1.269 1.243
H: 3.253 -2.333 -0.188
H: 2.481 -2.812 1.224
H: -3.009 1.459 -1.648
H: -3.057 2.609 -0.265
H: -4.227 1.514 -0.285
H: -3.834 -1.041 1.263
H: -2.603 -1.619 0.260
H: -3.995 -0.553 -0.336
H: -2.515 1.076 1.452
H: 1.849 0.081 1.858
H: 3.874 2.481 -0.497
H: 4.295 0.623 -1.135

The calculation puts the LUMO energy at -4.269 eV. Its energy above the lowest of the compared OMol25 structures with the same formula, charge and spin is 0.0 kJ/mol. The net charge is +1. The frontier orbital gap is 0.31668 hartree.

ORCA calculation (ωB97M-V/def2-TZVPD) on a structure of composition C30H20N3O9ReS2.

CARTESIAN COORDINATES (ANGSTROEM)
Re: -0.213 0.074 0.121
O: 0.520 1.360 2.057
S: -0.182 0.489 2.982
O: 0.560 -0.314 3.895
N: -0.974 -0.490 1.860
C: -1.622 -1.661 2.007
C: -2.040 -2.279 3.180
C: -2.755 -3.473 3.095
C: -3.057 -4.061 1.886
C: -2.597 -3.492 0.676
C: -2.774 -4.058 -0.603
C: -2.189 -3.442 -1.686
C: -1.471 -2.256 -1.522
N: -1.324 -1.662 -0.343
C: -1.864 -2.285 0.748
C: -1.500 1.356 3.795
C: -1.690 1.246 5.162
C: -2.748 1.926 5.745
C: -3.594 2.698 4.962
C: -3.396 2.788 3.591
C: -2.343 2.112 2.997
H: -1.785 -1.841 4.132
H: -3.073 -3.947 4.010
H: -3.630 -4.975 1.854
H: -3.347 -4.967 -0.719
H: -2.268 -3.871 -2.672
H: -1.002 -1.784 -2.374
H: -1.014 0.642 5.747
H: -2.906 1.861 6.810
H: -4.411 3.233 5.421
H: -4.055 3.389 2.983
H: -2.176 2.161 1.931
O: -2.250 3.491 -0.610
C: -1.635 2.493 -0.898
O: -1.718 1.376 -0.227
C: -0.698 2.453 -2.085
C: -0.645 1.305 -2.886
C: 0.273 1.191 -3.922
C: 1.102 2.269 -4.136
O: 2.079 2.418 -5.060
C: 2.571 3.734 -4.912
O: 1.901 4.348 -3.835
C: 1.004 3.449 -3.372
C: 0.114 3.560 -2.327
H: -1.372 0.521 -2.725
H: 0.341 0.313 -4.540
H: 2.393 4.299 -5.841
H: 3.652 3.707 -4.707
H: 0.050 4.442 -1.711
O: 1.343 -3.086 -0.118
C: 1.987 -2.056 -0.155
N: 1.552 -0.882 0.377
S: 2.489 0.397 -0.075
O: 3.134 1.142 0.939
O: 1.536 1.124 -0.943
C: 3.665 -0.554 -1.017
C: 4.796 -0.178 -1.705
C: 5.573 -1.188 -2.265
C: 5.209 -2.522 -2.129
C: 4.058 -2.888 -1.444
C: 3.286 -1.884 -0.876
H: 5.060 0.863 -1.802
H: 6.470 -0.928 -2.805
H: 5.834 -3.285 -2.567
H: 3.766 -3.923 -1.350

The expectation value of S² is 1.12. The calculation puts the LUMO energy (spin up / spin down) at -4.955 / -5.020 eV. Its energy above the lowest of the compared OMol25 structures with the same formula, charge and spin is 111.8 kJ/mol. The spin multiplicity is 2. The net charge is +1. The frontier orbital gap (spin up / spin down) is 0.20586 / 0.20315 hartree.

ORCA calculation (ωB97M-V/def2-TZVPD) on a cluster of 2 separate species, C9H10F3NO in total.

CARTESIAN COORDINATES (ANGSTROEM)
C: 1.987 1.440 -1.054
C: 0.945 2.304 -1.091
C: 1.803 0.062 -0.938
C: -0.361 1.818 -0.900
C: 0.510 -0.406 -0.700
C: -0.608 0.435 -0.755
C: -1.745 -2.230 -1.690
C: -1.879 -0.225 -0.441
C: -3.077 0.565 0.084
N: -0.755 -0.532 2.779
O: -2.324 -1.344 -0.955
F: -3.667 1.200 -0.943
F: -3.992 -0.267 0.627
F: -2.724 1.470 0.985
H: 3.080 1.784 -1.271
H: 1.219 3.424 -1.182
H: 2.671 -0.668 -0.776
H: -1.107 2.464 -1.109
H: 0.168 -1.478 -0.797
H: -0.856 -2.060 -2.118
H: -2.094 -3.174 -1.607
H: -1.625 -0.058 2.521
H: -1.032 -0.755 3.688
H: -0.069 0.261 2.736

The calculation puts the LUMO energy (spin up / spin down) at -0.228 / 0.169 eV. Its energy above the lowest of the compared OMol25 structures with the same formula, charge and spin is 280.1 kJ/mol. The frontier orbital gap (spin up / spin down) is 0.28346 / 0.28729 hartree.

ORCA calculation (ωB97M-V/def2-TZVPD) on a cluster of 4 separate species, C40H79ClN5O6 in total.

CARTESIAN COORDINATES (ANGSTROEM)
C: 5.116 3.890 0.626
C: 4.267 3.756 -0.784
C: 3.055 4.855 -0.776
C: 1.541 4.240 -0.898
N: 1.423 2.968 -1.705
C: 1.335 1.726 -0.798
C: 1.888 0.564 -1.861
C: 2.326 -0.837 -1.134
C: 3.777 -0.806 -0.372
N: 3.700 -1.868 0.744
O: 2.035 1.804 0.526
C: 1.472 0.973 1.620
O: 2.013 0.718 2.820
O: 0.212 0.486 0.998
C: -0.151 1.309 -0.202
C: -1.237 2.491 0.148
C: -1.332 2.897 1.734
C: -2.186 1.837 2.665
Cl: -2.218 4.557 1.916
H: 5.280 5.056 0.805
H: 6.158 3.352 0.592
H: 4.486 3.482 1.549
H: 5.020 4.077 -1.653
H: 3.953 2.656 -1.024
H: 3.117 5.449 0.257
H: 3.265 5.642 -1.627
H: 0.901 5.060 -1.485
H: 1.023 4.181 0.175
H: 0.627 2.991 -2.386
H: 1.063 0.357 -2.697
H: 2.821 1.021 -2.437
H: 1.541 -1.281 -0.387
H: 2.430 -1.644 -2.008
H: 4.687 -1.091 -1.090
H: 4.066 0.219 0.113
H: 4.630 -1.994 1.200
H: 3.413 -2.741 0.222
H: -0.771 0.643 -0.973
H: -1.108 3.475 -0.473
H: -2.306 2.052 -0.152
H: -0.280 3.062 2.239
H: -2.759 1.023 2.014
H: -1.390 1.209 3.296
H: -2.876 2.356 3.466
C: 0.994 -4.157 2.269
C: -0.120 -4.994 1.578
C: -0.917 -5.806 2.640
C: -0.160 -7.013 3.184
C: 0.355 -7.895 2.052
C: 1.189 -7.109 1.005
N: 0.496 -5.868 0.524
O: -0.527 -6.264 -0.357
C: 2.569 -6.747 1.616
C: 1.553 -8.082 -0.163
C: -1.089 -3.916 0.987
H: 1.322 -4.593 3.220
H: 1.870 -4.037 1.624
H: 0.661 -3.140 2.507
H: -1.859 -6.162 2.203
H: -1.197 -5.155 3.476
H: 0.667 -6.691 3.824
H: -0.829 -7.601 3.826
H: 0.953 -8.709 2.479
H: -0.505 -8.374 1.564
H: 3.153 -6.123 0.928
H: 3.161 -7.650 1.812
H: 2.502 -6.229 2.573
H: 0.667 -8.533 -0.627
H: 2.166 -8.917 0.198
H: 2.127 -7.567 -0.944
H: -0.589 -3.312 0.221
H: -1.438 -3.233 1.771
H: -1.992 -4.353 0.546
C: -8.390 2.765 4.002
C: -7.387 1.588 4.166
C: -8.013 0.470 5.050
C: -8.059 0.816 6.535
C: -6.688 1.251 7.040
C: -6.066 2.395 6.196
N: -6.094 2.111 4.722
O: -5.095 1.157 4.453
C: -6.816 3.720 6.497
C: -4.621 2.667 6.726
C: -7.239 1.014 2.717
H: -9.100 2.835 4.833
H: -7.875 3.727 3.907
H: -9.000 2.667 3.096
H: -7.440 -0.458 4.933
H: -9.029 0.246 4.705
H: -8.801 1.598 6.724
H: -8.393 -0.062 7.100
H: -6.777 1.559 8.090
H: -6.022 0.377 7.037
H: -6.452 4.534 5.858
H: -6.658 4.034 7.537
H: -7.897 3.649 6.376
H: -3.988 1.772 6.699
H: -4.642 2.994 7.773
H: -4.128 3.457 6.145
H: -6.793 1.754 2.042
H: -8.219 0.739 2.305
H: -6.632 0.103 2.681
C: 3.835 3.413 -6.554
C: 4.421 2.046 -6.100
C: 5.668 1.685 -6.958
C: 5.326 1.221 -8.371
C: 4.296 0.097 -8.346
C: 3.027 0.456 -7.530
N: 3.347 0.998 -6.167
O: 3.750 -0.082 -5.362
C: 2.177 1.482 -8.327
C: 2.108 -0.807 -7.470
C: 4.917 2.316 -4.640
H: 4.066 3.645 -7.601
H: 2.749 3.453 -6.424
H: 4.234 4.250 -5.970
H: 6.237 0.886 -6.465
H: 6.342 2.546 -7.019
H: 4.961 2.060 -8.972
H: 6.238 0.867 -8.866
H: 4.025 -0.159 -9.378
H: 4.771 -0.801 -7.928
H: 1.312 1.816 -7.742
H: 1.789 1.037 -9.251
H: 2.738 2.363 -8.641
H: 2.617 -1.678 -7.040
H: 1.788 -1.107 -8.475
H: 1.202 -0.611 -6.882
H: 4.081 2.569 -3.977
H: 5.623 3.156 -4.618
H: 5.453 1.463 -4.210

The expectation value of S² is 3.76. The calculation puts the LUMO energy (spin up / spin down) at 0.510 / -0.401 eV. The spin multiplicity is 4. The frontier orbital gap (spin up / spin down) is 0.34674 / 0.31880 hartree.

ORCA calculation (ωB97M-V/def2-TZVPD) on a cluster of 12 separate species, H24O12 in total.

CARTESIAN COORDINATES (ANGSTROEM)
O: -1.575 3.939 -1.188
H: -1.776 2.982 -1.162
H: -1.493 4.207 -0.267
O: 0.084 -1.567 3.273
H: -0.103 -0.781 2.709
H: -0.221 -1.325 4.153
O: 3.276 1.031 -0.327
H: 2.967 0.893 -1.236
H: 2.472 0.959 0.195
O: -2.095 1.159 -1.243
H: -2.638 1.182 -0.433
H: -2.582 0.593 -1.854
O: -0.571 0.945 2.363
H: 0.066 1.477 1.857
H: -0.676 1.409 3.206
O: 1.421 -1.499 -2.624
H: 1.725 -0.582 -2.618
H: 1.957 -1.934 -1.933
O: 1.668 1.170 -2.696
H: 1.520 1.893 -3.314
H: 0.785 0.922 -2.390
O: -1.105 -1.618 -1.389
H: -0.191 -1.678 -1.753
H: -1.095 -2.142 -0.566
O: -0.367 -2.925 1.049
H: -0.974 -3.672 1.103
H: -0.335 -2.550 1.969
O: 2.776 -2.120 -0.244
H: 2.904 -3.044 0.001
H: 2.857 -1.634 0.584
O: 0.462 0.210 -0.036
H: -0.405 0.562 -0.289
H: 0.307 -0.742 0.075
O: -3.245 1.248 1.407
H: -3.501 1.949 2.016
H: -2.296 1.083 1.602

The calculation puts the LUMO energy at -0.468 eV. Its energy above the lowest of the compared OMol25 structures with the same formula, charge and spin is 86.1 kJ/mol. The frontier orbital gap is 0.36123 hartree. The SMILES is O.O.O.O.O.O.O.O.O.O.O.O.

ORCA calculation (ωB97M-V/def2-TZVPD) on the molecule C3H5NO2.

CARTESIAN COORDINATES (ANGSTROEM)
N: -1.702 0.365 0.337
C: -0.513 0.364 -0.440
C: 0.159 -0.944 -0.792
O: 0.431 -1.326 0.571
C: 0.861 -0.052 0.091
O: 2.112 0.444 0.166
H: -1.818 1.234 0.847
H: -1.682 -0.410 0.992
H: -0.509 1.135 -1.205
H: 0.362 -1.572 -1.627
H: 2.297 0.762 1.061

The calculation puts the LUMO energy at 0.644 eV. Its energy above the lowest of the compared OMol25 structures with the same formula, charge and spin is 397.5 kJ/mol. The frontier orbital gap is 0.34713 hartree. The SMILES is N[C@@H]1[C@@H]2O[C@]12O.

Number 1: energy -22919.560 eV, M 197.2 g/mol. Number 2: energy -78125.607 eV, M 816.8 g/mol. Number 3: energy -21181.111 eV, M 205.2 g/mol. Number 4: energy -75005.990 eV, M 761.6 g/mol. Number 5: energy -24960.802 eV, M 216.2 g/mol. Number 6: energy -8773.575 eV, M 87.1 g/mol.